No. 1
{"formula": "C35H39F4N6OPRuS", "method": "ωB97M-V/def2-TZVPD", "multiplicity": 2, "s2": 0.76, "gap_ev": [7.720, 7.234], "homo_ev": [-10.35, -10.26], "total_charge": 1, "elements": ["Ru", "F", "C", "F", "F", "C", "C", "C", "C", "N", "C", "S", "H", "H", "H", "N", "C", "C", "C", "C", "C", "C", "P", "C", "C", "C", "C", "C", "C", "C", "C", "C", "C", "C", "C", "H", "H", "H", "H", "H", "H", "H", "H", "H", "H", "H", "H", "H", "H", "H", "H", "F", "C", "C", "C", "C", "C", "C", "H", "H", "H", "H", "C", "N", "C", "C", "O", "N", "C", "C", "H", "H", "H", "H", "H", "H", "H", "H", "H", "H", "H", "H", "N", "N", "H", "H", "H", "H"], "positions_angstrom": [[0.029, -0.922, -0.379], [-0.858, -6.444, -0.538], [-1.982, -5.887, -0.057], [-2.659, -6.850, 0.592], [-2.731, -5.513, -1.105], [-1.679, -4.729, 0.857], [-2.077, -4.759, 2.176], [-1.828, -3.663, 3.001], [-1.169, -2.585, 2.456], [-0.742, -2.568, 1.189], [-0.993, -3.597, 0.379], [-0.433, -3.313, -1.235], [-2.598, -5.625, 2.560], [-2.144, -3.654, 4.034], [-0.966, -1.695, 3.041], [1.984, -2.129, 1.011], [3.242, -1.487, 1.005], [4.433, -2.185, 1.188], [5.636, -1.503, 1.191], [5.664, -0.119, 1.037], [4.484, 0.567, 0.815], [3.267, -0.115, 0.759], [1.719, 0.720, 0.279], [1.469, 1.840, 1.695], [0.723, 1.343, 2.761], [0.568, 2.088, 3.921], [1.152, 3.343, 4.018], [1.903, 3.843, 2.962], [2.067, 3.094, 1.805], [2.211, 1.830, -1.078], [3.300, 1.573, -1.910], [3.555, 2.386, -3.008], [2.722, 3.459, -3.288], [1.640, 3.727, -2.461], [1.384, 2.916, -1.367], [1.393, -1.807, 1.766], [2.027, -3.140, 1.039], [4.409, -3.257, 1.344], [6.559, -2.049, 1.334], [6.603, 0.415, 1.070], [4.506, 1.640, 0.663], [0.242, 0.374, 2.668], [-0.009, 1.691, 4.747], [1.020, 3.934, 4.915], [2.367, 4.817, 3.040], [2.655, 3.494, 0.988], [3.974, 0.753, -1.694], [4.409, 2.180, -3.641], [2.915, 4.085, -4.149], [0.995, 4.571, -2.668], [0.543, 3.137, -0.722], [-1.858, 2.176, -5.234], [-1.585, 1.430, -4.148], [-1.594, 2.034, -2.908], [-1.288, 1.259, -1.799], [-0.959, -0.097, -1.915], [-1.007, -0.672, -3.187], [-1.318, 0.089, -4.307], [-1.833, 3.087, -2.823], [-1.327, 1.723, -0.827], [-0.826, -1.727, -3.315], [-1.354, -0.352, -5.295], [-5.180, 0.030, -0.264], [-3.813, -0.371, 0.050], [-3.445, -1.734, -0.334], [-2.861, 0.386, 0.641], [-1.698, -0.087, 0.814], [-3.092, 1.677, 1.032], [-1.958, 2.484, 1.452], [-4.340, 2.338, 1.405], [-5.600, -0.716, -0.930], [-5.208, 0.984, -0.788], [-5.819, 0.070, 0.618], [-4.221, -2.134, -0.980], [-3.353, -2.379, 0.542], [-2.508, -1.747, -0.877], [-1.032, 2.050, 1.108], [-1.915, 2.565, 2.541], [-2.071, 3.488, 1.036], [-5.220, 1.753, 1.209], [-4.422, 3.284, 0.869], [-4.317, 2.559, 2.476], [1.759, -0.992, -3.136], [1.757, -1.440, -1.786], [2.460, -1.492, -3.670], [1.950, 0.000, -3.161], [2.658, -1.322, -1.327], [1.534, -2.431, -1.788]], "mulliken_spin": [0.95, 0.00, 0.00, 0.00, 0.00, 0.00, 0.00, 0.00, 0.00, 0.08, 0.00, -0.02, 0.00, 0.00, 0.00, 0.03, -0.01, 0.00, 0.00, 0.00, 0.00, 0.00, 0.01, 0.00, -0.01, 0.00, 0.00, 0.00, 0.00, -0.03, 0.01, 0.00, 0.00, 0.00, 0.01, -0.01, 0.00, 0.00, 0.00, 0.00, 0.00, 0.01, 0.00, 0.00, 0.00, 0.00, 0.00, 0.00, 0.00, 0.00, 0.00, 0.00, 0.04, -0.02, 0.04, -0.10, 0.05, -0.02, 0.00, -0.01, 0.00, 0.00, 0.00, 0.00, -0.01, 0.00, 0.01, 0.00, 0.00, 0.00, 0.00, 0.00, 0.00, 0.00, 0.00, 0.01, 0.00, 0.00, 0.00, 0.00, 0.00, 0.00, 0.01, -0.02, 0.00, 0.00, 0.00, 0.00]}

***

No. 2
{"formula": "C20H20B2Cl5N8S2Zn", "method": "ωB97M-V/def2-TZVPD", "gap_ev": 6.091, "homo_ev": -3.63, "total_charge": -1, "elements": ["Zn", "C", "N", "C", "C", "N", "B", "N", "C", "C", "N", "C", "C", "S", "C", "S", "H", "H", "H", "H", "H", "H", "H", "H", "H", "H", "H", "H", "B", "N", "C", "C", "C", "N", "N", "C", "C", "C", "N", "H", "H", "H", "H", "H", "H", "H", "H", "Cl", "C", "C", "C", "Cl", "C", "Cl", "C", "Cl", "C", "Cl"], "positions_angstrom": [[0.543, -1.104, -0.120], [-2.414, -2.585, 1.155], [-2.264, -1.600, 2.209], [-3.306, -0.917, 2.796], [-2.752, 0.010, 3.605], [-1.382, -0.095, 3.511], [-0.420, 0.952, 4.115], [-0.166, 2.136, 3.075], [0.610, 3.201, 3.478], [0.744, 4.052, 2.437], [0.029, 3.507, 1.397], [-0.054, 4.029, 0.045], [-0.502, 2.334, 1.797], [-1.563, 1.252, 0.733], [-1.097, -1.077, 2.638], [0.477, -1.606, 2.166], [-3.350, -3.119, 1.309], [-1.579, -3.278, 1.192], [-2.428, -2.075, 0.188], [-4.331, -1.150, 2.573], [-3.209, 0.747, 4.241], [0.645, 0.473, 4.390], [-0.974, 1.448, 5.073], [1.005, 3.255, 4.477], [1.279, 4.979, 2.339], [0.039, 5.113, 0.081], [-1.020, 3.761, -0.379], [0.737, 3.607, -0.574], [3.181, 0.945, -1.502], [3.438, -0.574, -1.122], [4.616, -1.189, -1.245], [4.499, -2.494, -0.793], [3.171, -2.584, -0.386], [2.541, -1.427, -0.595], [1.656, 1.185, -1.398], [0.809, 1.189, -2.431], [-1.725, 1.963, -2.945], [-0.257, 0.986, -0.393], [1.078, 1.177, -0.208], [3.753, 1.652, -0.707], [3.531, 1.128, -2.641], [5.457, -0.656, -1.656], [5.258, -3.256, -0.762], [2.632, -3.417, 0.034], [1.118, 1.209, -3.462], [-2.180, 2.863, -2.557], [-2.328, 0.229, -0.782], [-0.017, -4.308, -0.864], [-0.659, -3.112, -1.980], [-0.547, -1.770, -1.685], [-1.034, -0.911, -2.614], [-0.897, 1.043, -2.050], [-1.571, -1.262, -3.840], [-1.970, -0.184, -5.116], [-1.711, -2.646, -4.079], [-2.424, -3.192, -5.560], [-1.271, -3.573, -3.149], [-1.441, -5.264, -3.462]], "nbo_charge": [1.57, -0.42, -0.35, -0.07, -0.05, -0.52, 0.20, -0.47, -0.05, -0.09, -0.34, -0.41, 0.25, 0.27, 0.33, -0.43, 0.20, 0.24, 0.25, 0.22, 0.23, -0.03, -0.06, 0.22, 0.22, 0.20, 0.23, 0.23, 0.20, -0.26, -0.02, -0.37, -0.04, -0.45, -0.30, -0.34, -0.91, -0.53, -0.43, -0.05, -0.06, 0.21, 0.22, 0.22, 0.23, 0.21, -0.41, -0.03, 0.04, -0.66, 0.07, 1.18, -0.16, 0.06, -0.08, 0.02, -0.15, 0.02]}

***

No. 3
{"formula": "C18H24N2O5S", "method": "ωB97M-V/def2-TZVPD", "smiles": "CCOC(=O)c1c(S(=O)(=O)Nc2ccccc2OCC)c(C)n(C)c1C", "gap_ev": 8.695, "homo_ev": -8.27, "total_charge": 0, "elements": ["C", "C", "O", "C", "O", "C", "C", "S", "O", "O", "N", "C", "C", "C", "C", "C", "C", "O", "C", "C", "C", "C", "N", "C", "C", "C", "H", "H", "H", "H", "H", "H", "H", "H", "H", "H", "H", "H", "H", "H", "H", "H", "H", "H", "H", "H", "H", "H", "H", "H"], "positions_angstrom": [[4.765, 0.797, 1.373], [4.794, 0.308, -0.068], [3.492, 0.358, -0.649], [2.655, -0.635, -0.369], [2.960, -1.641, 0.233], [1.330, -0.389, -0.956], [0.671, 0.860, -1.127], [0.896, 2.369, -0.227], [0.447, 3.486, -1.009], [2.169, 2.468, 0.409], [-0.276, 2.156, 0.980], [-0.305, 0.884, 1.564], [0.836, 0.374, 2.162], [0.835, -0.900, 2.703], [-0.312, -1.666, 2.652], [-1.466, -1.167, 2.066], [-1.473, 0.104, 1.513], [-2.551, 0.677, 0.880], [-3.814, 0.057, 1.014], [-4.865, 0.998, 0.445], [-0.511, 0.610, -1.785], [-1.579, 1.555, -2.194], [-0.579, -0.730, -2.039], [-1.666, -1.362, -2.735], [0.524, -1.352, -1.532], [0.753, -2.816, -1.630], [4.256, 0.070, 2.001], [5.780, 0.935, 1.737], [4.227, 1.740, 1.411], [5.401, 0.966, -0.692], [5.170, -0.720, -0.125], [-1.184, 2.452, 0.651], [1.717, 0.993, 2.179], [1.732, -1.293, 3.154], [-0.321, -2.663, 3.067], [-2.349, -1.785, 2.032], [-4.023, -0.142, 2.073], [-3.826, -0.900, 0.471], [-4.689, 1.175, -0.613], [-4.829, 1.951, 0.965], [-5.853, 0.562, 0.568], [-1.851, 1.407, -3.239], [-1.216, 2.571, -2.061], [-2.469, 1.414, -1.581], [-2.618, -1.028, -2.319], [-1.644, -1.110, -3.798], [-1.592, -2.441, -2.629], [0.813, -3.143, -2.668], [1.687, -3.050, -1.126], [-0.045, -3.367, -1.133]], "nbo_charge": [-0.64, -0.07, -0.49, 0.79, -0.62, -0.16, -0.43, 2.34, -0.94, -0.92, -0.84, 0.07, -0.22, -0.20, -0.21, -0.30, 0.33, -0.54, -0.06, -0.62, 0.21, -0.68, -0.32, -0.41, 0.20, -0.66, 0.21, 0.21, 0.24, 0.19, 0.19, 0.42, 0.24, 0.22, 0.21, 0.22, 0.18, 0.17, 0.21, 0.22, 0.22, 0.22, 0.27, 0.22, 0.21, 0.21, 0.22, 0.22, 0.27, 0.22]}

***

No. 4
{"formula": "C29H49BN8Ru", "method": "ωB97M-V/def2-TZVPD", "multiplicity": 6, "s2": 8.77, "gap_ev": [5.279, 5.505], "homo_ev": [-7.88, -9.74], "total_charge": 1, "elements": ["Ru", "C", "C", "C", "C", "N", "N", "B", "N", "N", "C", "C", "C", "C", "C", "C", "C", "C", "N", "N", "C", "C", "C", "C", "C", "C", "C", "C", "C", "C", "C", "C", "H", "H", "H", "H", "H", "H", "H", "H", "H", "H", "H", "H", "H", "H", "H", "H", "H", "H", "H", "H", "H", "H", "H", "H", "H", "H", "H", "H", "H", "H", "H", "H", "H", "H", "H", "H", "H", "H", "H", "H", "C", "C", "C", "C", "N", "N", "C", "H", "H", "H", "H", "H", "H", "H", "H", "H"], "positions_angstrom": [[0.000, 0.000, 0.000], [4.715, -1.300, -1.903], [3.487, -0.446, -1.899], [3.230, 0.616, -2.740], [1.979, 1.083, -2.352], [1.526, 0.327, -1.329], [2.438, -0.586, -1.066], [2.185, -1.579, 0.050], [2.064, -0.760, 1.380], [1.397, 0.387, 1.513], [1.575, 0.843, 2.771], [2.412, -0.021, 3.450], [2.716, -1.011, 2.541], [3.629, -2.167, 2.811], [0.951, 2.108, 3.332], [0.081, 2.802, 2.264], [2.062, 3.076, 3.778], [0.065, 1.744, 4.539], [0.914, -2.406, -0.345], [-0.196, -1.893, -0.878], [-1.044, -2.905, -1.159], [-0.441, -4.104, -0.830], [0.798, -3.756, -0.337], [1.838, -4.730, 0.124], [-2.434, -2.735, -1.746], [-3.472, -3.317, -0.767], [-2.518, -3.478, -3.092], [-2.745, -1.242, -1.976], [1.193, 2.245, -2.937], [-0.154, 1.720, -3.466], [0.937, 3.282, -1.828], [1.957, 2.923, -4.093], [5.420, -0.964, -2.693], [4.433, -2.356, -2.098], [5.220, -1.230, -0.917], [3.871, 0.992, -3.527], [3.097, -2.333, 0.161], [2.763, 0.064, 4.470], [4.027, -2.116, 3.847], [4.485, -2.145, 2.104], [3.074, -3.118, 2.696], [0.699, 3.088, 1.387], [-0.384, 3.724, 2.675], [-0.733, 2.127, 1.919], [2.712, 3.347, 2.918], [2.698, 2.615, 4.564], [1.625, 4.010, 4.194], [-0.741, 1.042, 4.232], [-0.408, 2.653, 4.968], [0.664, 1.257, 5.338], [-0.846, -5.100, -0.944], [1.472, -5.773, 0.013], [2.071, -4.553, 1.192], [2.759, -4.615, -0.485], [-3.289, -4.399, -0.592], [-4.500, -3.204, -1.172], [-3.421, -2.793, 0.212], [-2.318, -4.563, -2.961], [-1.772, -3.069, -3.808], [-3.530, -3.366, -3.538], [-2.692, -0.677, -1.020], [-3.765, -1.114, -2.398], [-2.018, -0.800, -2.690], [-0.741, 1.253, -2.646], [0.007, 0.959, -4.260], [-0.760, 2.549, -3.891], [0.360, 2.829, -0.994], [0.354, 4.143, -2.221], [1.899, 3.666, -1.422], [2.146, 2.201, -4.916], [2.931, 3.324, -3.738], [1.367, 3.770, -4.507], [-5.464, 0.013, -0.908], [-4.226, -0.575, -0.355], [-3.991, -1.723, 0.366], [-2.597, -1.734, 0.602], [-1.999, -0.664, 0.065], [-3.003, 0.019, -0.506], [-1.800, -2.746, 1.334], [-6.332, -0.613, -0.679], [-5.394, 0.108, -1.996], [-5.643, 1.007, -0.484], [-4.721, -2.456, 0.681], [-2.781, 0.886, -0.984], [-2.437, -3.554, 1.709], [-1.293, -2.290, 2.191], [-1.044, -3.188, 0.678], [-0.801, 0.760, 1.457]], "mulliken_spin": [3.16, 0.00, 0.03, 0.02, 0.06, 0.09, 0.03, 0.01, -0.03, 0.06, -0.01, -0.01, 0.04, 0.00, -0.01, 0.01, 0.00, 0.00, -0.02, 0.01, 0.07, 0.01, 0.02, 0.00, 0.02, 0.05, 0.05, 0.62, 0.01, -0.01, -0.03, 0.00, 0.00, 0.00, 0.00, 0.00, 0.01, 0.00, 0.00, 0.00, 0.00, -0.02, 0.00, -0.08, 0.00, 0.00, 0.00, 0.01, 0.00, 0.00, 0.00, 0.00, 0.00, 0.00, 0.00, 0.00, 0.00, 0.01, 0.00, 0.00, 0.28, 0.01, -0.08, 0.04, 0.00, 0.00, 0.04, 0.00, 0.00, 0.00, 0.00, 0.00, -0.01, -0.08, 0.04, -0.07, 0.01, 0.20, -0.02, 0.00, 0.00, 0.00, 0.01, -0.10, 0.00, 0.01, 0.01, 0.53]}

***

Number 1: E_tot -2994.59285 Ha. Number 2: E_tot -6138.19391 Ha. Number 3: E_tot -1584.20799 Ha. Number 4: E_tot -1691.34402 Ha.